Below is the ion C4H11N2 with charge +1 at a distorted geometry, with properties calculated with ωB97M-V/def2-TZVPD.

Structure (XYZ):
```
17
Properties=species:S:1:pos:R:3:forces:R:3:lowdin_charge:R:1
N -0.22291 0.42360 0.31973 1.4 -3.5 -2.3 -0.17
N -0.75805 -0.41042 -1.80722 2.8 -1.9 0.3 0.21
C -0.91615 1.65264 0.25837 -2.0 2.7 0.7 -0.06
C 1.04995 -1.50499 -0.72104 1.4 -1.9 -0.8 0.00
C 0.34783 0.13462 1.61212 -0.2 -1.1 0.3 -0.02
C 0.04196 -0.45517 -0.70633 -3.3 2.8 0.1 -0.26
H 1.52913 -1.59031 -1.75597 -0.7 0.3 1.4 0.14
H -1.55469 0.13772 -1.92884 -1.3 1.1 0.1 0.10
H 0.58819 -2.49790 -0.54123 -0.1 0.5 -0.2 0.13
H 0.56435 -0.95657 1.73886 -0.1 1.2 0.0 0.12
H -0.35820 0.47283 2.34468 -0.6 -0.3 0.5 0.10
H 1.86085 -1.47549 0.00462 -0.2 0.6 0.0 0.09
H -1.12311 2.03585 -0.73861 0.2 -0.5 -0.3 0.08
H 1.16175 0.79140 1.74467 1.6 0.3 0.3 0.09
H -0.56607 -1.10139 -2.55267 -0.2 0.9 0.7 0.15
H -0.20671 2.46682 0.67168 -1.4 -1.3 -0.1 0.14
H -1.99655 1.65742 0.77861 2.6 -0.1 -0.7 0.16
```
Positions in Å, forces in eV/Å.

Output
- orbital gap (Ha) = 0.39472
- SMILES string = CC(N)=[N+](C)C
- max |F| (eV Å⁻¹) = 4.42
- net charge = +1
- HOMO (eV) = -14.40
- calculated total energy (eV) = -7299.904
- E_LUMO (eV) = -3.7